C16H20F3O4RhS as an isolated structure in a non-equilibrium geometry, computed with ωB97M-V/def2-TZVPD.

Each line ends with the Löwdin charge.
Geometry (Å):
Rh 1.2833 -0.8026 0.4633  0.99
C 2.4627 0.2785 1.6438  -0.32
C 3.1968 -0.3484 0.6266  -0.31
C 2.6670 0.1017 -0.6175  -0.30
H 3.9135 -1.1379 0.7968  0.08
C 1.6262 1.0214 -0.3310  -0.29
C 1.4875 1.1115 1.0650  -0.31
H 0.9613 1.8437 1.6660  0.07
H 2.6507 0.1021 2.7047  0.09
H 3.0658 -0.2249 -1.5718  0.08
H 1.1830 1.7366 -1.0450  0.08
C -2.4387 0.3357 0.8368  -0.10
C -1.6976 1.4863 1.2111  -0.13
C -1.5617 2.3218 0.0759  -0.12
H -1.2863 1.6606 2.2039  0.09
C -2.2403 1.6912 -1.0126  -0.11
C -2.7886 0.4676 -0.5418  -0.10
H -3.3499 -0.2720 -1.1156  0.08
H -2.8214 -0.4367 1.4968  0.10
H -1.0519 3.2863 0.0428  0.09
H -2.3343 2.0898 -2.0217  0.08
O 0.6302 -2.9666 -0.5791  -0.27
C -0.3573 -0.4279 -4.2247  -0.41
C 0.2227 -1.6102 -4.1224  -0.08
C 0.5247 0.8179 -4.1985  -0.09
C -1.8908 -0.3543 -4.1651  -0.08
C 0.6957 -3.0491 -1.8315  -0.36
H 1.3463 -1.6802 -3.9157  0.05
H -0.2044 -2.5971 -4.4448  0.05
H 0.0672 -3.7790 -2.4810  -0.01
H 1.6979 -3.0305 -2.4271  -0.01
H 0.5612 1.2888 -5.1786  0.05
H 1.5782 0.6228 -3.9626  0.06
H 0.1830 1.5649 -3.4803  0.05
H -2.2913 -0.3766 -5.1753  0.05
H -2.2993 0.5325 -3.6645  0.04
H -2.3623 -1.2154 -3.6661  0.07
F -0.2666 -3.0580 4.8521  0.09
C -0.7319 -2.0819 4.0236  -0.58
F -2.0791 -2.0376 4.0865  0.08
F -0.2466 -0.8831 4.4136  0.10
S -0.3169 -2.4466 2.1298  0.59
O 1.1811 -2.4522 2.0599  -0.39
O -1.0668 -3.6069 1.7698  -0.30
O -0.7492 -1.2402 1.2899  -0.43

Properties
Relative energy (zero: lowest compared OMol25 entry of this formula, charge and spin) in kcal/mol: 10.41
Spin multiplicity: 5
E_LUMO (alpha / beta) in eV: 5.1878 / 4.0787
Frontier orbital gap (alpha / beta) in eV: 3.13 / 5.00
Charge: -2